The following is a DFT calculation (ωB97M-V with the def2-TZVPD basis set) of an isolated molecule of C5H6O.

Relative energy (zero: lowest compared OMol25 entry of this formula, charge and spin): 67.0 kcal/mol
HOMO-LUMO gap: 8.694 eV
Molar mass: 82.10 g mol⁻¹

Atoms and positions in Å:
C -1.723 0.383 -0.441
C -0.858 -0.843 -0.630
C 0.431 -0.751 -0.399
C 1.630 -0.521 -0.022
C 2.344 0.020 0.957
O 1.841 1.057 1.670
H -1.095 1.276 -0.347
H -2.371 0.533 -1.310
H -2.364 0.321 0.447
H -1.313 -1.775 -0.946
H 3.346 -0.245 1.271
H 0.893 1.075 1.458

Atomic partial charges in e from the Löwdin method, atoms 1 to 4: C -0.107; C -0.157; C -0.070; C -0.013

The following is a DFT calculation (ωB97M-V with the def2-TZVPD basis set) of an isolated molecule of C5H6O at a distorted geometry.

Relative energy (zero: lowest compared OMol25 entry of this formula, charge and spin): 40.0 kcal/mol
HOMO-LUMO gap: 10.632 eV
Molar mass: 82.10 g mol⁻¹

Atoms and positions in Å:
C -3.032 -0.464 0.030
C -1.923 -0.014 0.123
C -0.590 0.542 0.238
O -0.460 1.724 0.528
C 0.551 -0.430 0.037
C 1.876 0.273 -0.206
H -4.023 -0.848 -0.049
H 0.327 -1.080 -0.816
H 0.621 -1.053 0.936
H 2.042 1.090 0.504
H 2.704 -0.435 -0.110
H 1.907 0.696 -1.215

Atomic partial charges in e from the Löwdin method, atoms 1 to 4: C 0.152; C -0.043; C -0.426; O 0.096

The following is a DFT calculation (ωB97M-V with the def2-TZVPD basis set) of an isolated molecule of C5H6O.

Relative energy (zero: lowest compared OMol25 entry of this formula, charge and spin): 116.7 kcal/mol
HOMO-LUMO gap: 7.400 eV
Molar mass: 82.10 g mol⁻¹

Atoms and positions in Å:
C -0.306 -1.410 -0.134
C 0.842 -0.505 0.271
O 1.588 -0.145 -0.906
C 0.607 0.930 0.643
C -0.568 1.537 0.270
C -1.595 2.188 0.126
H -0.903 -0.951 -0.927
H -0.955 -1.589 0.730
H 0.065 -2.379 -0.487
H 1.482 -1.011 1.007
H 2.217 0.547 -0.625
H -2.473 2.788 0.032

Atomic partial charges in e from the Löwdin method, atoms 1 to 4: C -0.052; C -0.478; O -0.033; C 0.069

The following is a DFT calculation (ωB97M-V with the def2-TZVPD basis set) of an isolated molecule of C5H6O.

Relative energy (zero: lowest compared OMol25 entry of this formula, charge and spin): 61.0 kcal/mol
HOMO-LUMO gap: 10.025 eV
Molar mass: 82.10 g mol⁻¹

Atoms and positions in Å:
C 0.710 -0.893 -1.442
C 1.365 -0.450 -0.389
C 1.234 -0.032 0.837
C -0.311 -0.230 0.855
C -1.081 0.957 0.316
O -0.820 -1.264 1.216
H 0.391 -0.224 -2.234
H 0.396 -1.933 -1.473
H 1.922 0.271 1.627
H -2.015 0.679 -0.178
H -0.474 1.581 -0.346
H -1.318 1.538 1.211

Atomic partial charges in e from the Löwdin method, atoms 1 to 4: C 0.020; C -0.112; C -0.003; C -0.485

The following is a DFT calculation (ωB97M-V with the def2-TZVPD basis set) of an isolated molecule of C5H6O at a distorted geometry.

Relative energy (zero: lowest compared OMol25 entry of this formula, charge and spin): 72.7 kcal/mol
HOMO-LUMO gap: 9.714 eV
Molar mass: 82.10 g mol⁻¹

Atoms and positions in Å:
C -1.772 -2.001 0.200
C -0.735 -1.401 0.344
C 0.434 -0.565 0.443
C 0.220 0.899 0.699
C 0.967 0.656 -0.543
O 0.580 1.155 -1.784
H -2.660 -2.513 -0.094
H 1.297 -1.034 0.926
H -0.807 1.207 0.499
H 0.663 1.293 1.597
H 2.054 0.642 -0.542
H -0.242 1.662 -1.744

Atomic partial charges in e from the Löwdin method, atoms 1 to 4: C 0.104; C -0.128; C -0.210; C -0.107

The following is a DFT calculation (ωB97M-V with the def2-TZVPD basis set) of an isolated molecule of C5H6O.

Relative energy (zero: lowest compared OMol25 entry of this formula, charge and spin): 97.8 kcal/mol
HOMO-LUMO gap (alpha / beta): 7.910 / 7.154 eV
Molar mass: 82.10 g mol⁻¹

Atoms and positions in Å:
C -1.598 -0.093 -0.070
C -0.118 0.056 0.087
C 0.543 1.320 -0.017
O 1.744 1.494 -0.234
C 1.861 -1.047 -0.281
C 0.676 -1.093 0.315
H -2.106 0.875 -0.012
H -2.013 -0.751 0.704
H -1.852 -0.535 -1.040
H -0.094 2.197 0.199
H 2.704 -0.382 -0.302
H 0.254 -2.040 0.651

Atomic partial charges in e from the Löwdin method, atoms 1 to 4: C -0.061; C -0.269; C -0.259; O -0.012

The following is a DFT calculation (ωB97M-V with the def2-TZVPD basis set) of a structure of composition C5H6O.

Relative energy (zero: lowest compared OMol25 entry of this formula, charge and spin): 129.1 kcal/mol
HOMO-LUMO gap: 9.896 eV
Molar mass: 82.10 g mol⁻¹

Atoms and positions in Å:
C -1.819 0.822 -0.292
C -1.487 -0.257 -1.265
C -0.403 -0.012 -0.514
C 0.615 -0.891 0.161
C 1.953 -0.206 0.342
O 2.638 -0.321 1.327
H -2.526 0.599 0.511
H -1.769 1.872 -0.580
H -0.493 0.989 0.196
H 0.749 -1.755 -0.504
H 0.272 -1.268 1.130
H 2.270 0.429 -0.512

Atomic partial charges in e from the Löwdin method, atoms 1 to 4: C -0.109; C 0.013; C -0.315; C -0.132

The following is a DFT calculation (ωB97M-V with the def2-TZVPD basis set) of an isolated molecule of C5H6O.

Relative energy (zero: lowest compared OMol25 entry of this formula, charge and spin): 43.1 kcal/mol
HOMO-LUMO gap: 10.888 eV
Molar mass: 82.10 g mol⁻¹

Atoms and positions in Å:
C -0.904 2.356 -0.710
C -0.841 1.153 -0.703
C -0.716 -0.300 -0.562
C 0.052 -0.643 0.726
C 1.508 -0.968 0.477
O 1.970 -1.249 -0.603
H -0.954 3.422 -0.714
H -0.171 -0.721 -1.415
H -1.711 -0.758 -0.557
H -0.005 0.181 1.446
H -0.380 -1.517 1.233
H 2.152 -0.958 1.381

Atomic partial charges in e from the Löwdin method, atoms 1 to 4: C 0.107; C -0.148; C -0.205; C -0.159